77
Properties=species:S:1:pos:R:3:mulliken_charge:R:1 method="wB97M-V/def2-TZVPD" gap_ev=9.04 smiles="CN(C)B(O)COCCOCCCN.CCOC(=O)C(F)(F)F.CCOC(=O)C(F)(F)F.CCOC(=O)C(F)(F)F" lumo_energy_ev=0.4 energy_ha=-2494.0673 homo_energy_ev=-8.67
C 4.207 -4.289 2.257 -0.952
N 3.492 -3.431 1.311 0.082
C 3.568 -3.885 -0.072 -1.116
B 3.690 -1.986 1.456 0.501
O 4.939 -1.419 1.526 -0.349
C 2.456 -0.998 1.511 -0.599
O 1.555 -1.457 2.513 -0.361
C 0.214 -1.059 2.312 -0.441
C -0.487 -1.974 1.309 -0.268
O -1.688 -1.425 0.814 -0.398
C -2.722 -1.327 1.785 -0.577
C -4.057 -1.519 1.091 -0.353
C -4.266 -2.947 0.603 -0.701
N -4.402 -3.859 1.739 -0.530
H 4.534 -5.206 1.763 0.383
H 3.556 -4.571 3.088 0.249
H 5.098 -3.809 2.687 0.267
H 4.598 -4.101 -0.398 0.342
H 2.976 -4.794 -0.221 0.313
H 3.157 -3.122 -0.740 0.384
H 5.632 -2.080 1.420 0.182
H 1.973 -0.983 0.521 0.363
H 2.756 0.034 1.736 0.177
H -0.271 -1.119 3.290 0.267
H 0.157 -0.017 1.968 0.318
H -0.671 -2.952 1.772 0.305
H 0.160 -2.135 0.444 0.221
H -2.589 -2.099 2.554 0.494
H -2.685 -0.344 2.271 0.322
H -4.107 -0.840 0.236 0.141
H -4.861 -1.244 1.782 0.306
H -5.124 -2.972 -0.082 0.326
H -3.385 -3.245 0.027 0.307
H -4.621 -4.799 1.437 0.222
H -5.149 -3.553 2.350 0.204
C -3.238 3.772 0.739 -0.800
C -4.394 4.144 1.638 -0.251
O -5.654 3.792 1.012 -0.358
C -6.008 2.525 1.089 0.366
O -5.430 1.635 1.639 -0.525
C -7.360 2.314 0.365 0.900
F -7.392 2.938 -0.816 -0.244
F -8.357 2.799 1.120 -0.264
F -7.581 1.019 0.162 -0.237
H -3.364 4.226 -0.244 0.164
H -2.300 4.124 1.169 0.408
H -3.175 2.692 0.610 0.163
H -4.464 5.218 1.787 0.330
H -4.331 3.654 2.609 0.324
C -7.045 2.993 -4.596 -0.894
C -5.714 2.478 -5.092 -0.224
O -4.713 3.526 -5.081 -0.337
C -4.142 3.763 -3.915 0.358
O -4.353 3.213 -2.876 -0.474
C -3.079 4.878 -4.063 0.895
F -3.536 5.902 -4.787 -0.253
F -1.992 4.385 -4.672 -0.269
F -2.719 5.335 -2.867 -0.231
H -7.369 3.849 -5.188 0.309
H -7.795 2.207 -4.685 0.375
H -6.985 3.291 -3.550 0.143
H -5.763 2.167 -6.133 0.308
H -5.354 1.646 -4.489 0.307
C 7.726 0.028 0.094 -1.084
C 8.514 -1.128 0.660 -0.159
O 9.741 -1.341 -0.077 -0.348
C 10.761 -0.569 0.261 0.304
O 10.789 0.272 1.108 -0.501
C 11.999 -0.939 -0.592 0.905
F 11.682 -1.085 -1.881 -0.244
F 12.514 -2.097 -0.154 -0.253
F 12.931 0.001 -0.489 -0.237
H 7.528 -0.128 -0.967 0.292
H 6.774 0.118 0.617 0.340
H 8.275 0.962 0.210 0.372
H 7.982 -2.072 0.553 0.264
H 8.757 -0.976 1.711 0.326